A cluster of 3 separate species, C23H30BNO9 in total at a distorted geometry, computed with ωB97M-V/def2-TZVPD.

## Properties
SMILES ... CCB(O)N1C(=O)c2ccc(CCCOC(C)=O)cc2C1=O.O=C1CCCO1.O=C1CCCO1
Total energy ... -44919.386 eV
E_HOMO ... -9.1 eV
F_max ... 9.0 eV/A
HOMO-LUMO gap ... 7.740 eV
LUMO energy ... -1.34 eV

Structure (ORCA input):
```
! wB97M-V def2-TZVPD RIJCOSX def2/J DEFGRID3
* xyz 0 1
H 6.593 -5.307 -4.514
C 4.722 -4.310 -4.984
H 1.860 1.197 4.672
H 2.313 -0.848 2.754
H -2.795 4.946 0.965
H 0.466 -0.838 -3.342
B -0.837 4.482 2.253
C -0.249 1.898 3.646
C 3.248 0.092 -2.177
H -0.721 5.248 -1.228
O 5.270 -5.288 -2.939
O -0.756 3.530 5.774
H -4.919 0.659 2.029
O -3.820 2.789 2.522
C -1.348 1.636 2.459
H -8.316 -1.228 1.803
H 3.687 -4.640 -5.139
C 4.156 0.907 -1.035
C 1.322 -0.194 2.640
C -5.442 -0.824 0.601
C 1.109 0.994 3.798
H -0.619 -2.387 -1.475
H -1.425 6.228 0.771
C 0.594 -1.610 0.309
O 1.786 0.191 -2.012
H 5.293 0.643 -1.220
N -1.652 3.881 3.385
O 3.894 -0.556 -3.151
H -6.391 -1.789 3.058
C -5.131 -0.413 2.008
C -0.040 -1.384 -1.186
C -0.846 3.168 4.492
H -7.794 0.456 1.551
C -1.169 0.482 1.310
H 5.637 -2.588 -4.039
C 4.862 -4.014 -2.668
H 3.840 -2.625 -3.953
H -6.604 -0.116 3.600
H 5.124 -3.997 -5.951
H 5.198 -6.402 -4.683
C -6.416 -0.745 2.725
C 1.101 -1.066 -2.358
H -1.867 3.738 -1.077
H -0.827 -0.521 -1.270
O -4.620 -0.989 -0.286
H -4.290 -0.983 2.409
C 5.518 -5.414 -4.339
H 1.807 -1.990 -2.501
H 0.276 -2.678 0.734
C -2.500 2.770 2.730
C -1.047 4.360 -0.508
H 4.021 2.056 -1.260
H 1.779 -1.677 0.179
C 0.225 -0.438 1.402
H 0.868 5.491 2.777
O 0.644 4.660 2.252
H 3.774 0.647 0.041
C 4.754 -3.224 -3.938
C -7.450 -0.579 1.643
H -0.120 3.642 -0.306
O 4.655 -3.581 -1.547
H -1.981 0.341 0.480
C -1.614 5.057 0.882
O -6.791 -0.949 0.432
*
```

=====

A structure of composition C23H30BrN5OPRhS, computed with ωB97M-V/def2-TZVPD.

## Properties
Energy relative to the best compared isomer or geometry (same formula, charge and spin) ... 24.0 kJ/mol
Total energy ... -126997.646 eV
E_HOMO ... -13.4 eV
F_max ... 0.7 eV/A
HOMO-LUMO gap ... 6.911 eV
LUMO energy ... -6.53 eV

Structure (ORCA input):
```
! wB97M-V def2-TZVPD RIJCOSX def2/J DEFGRID3
* xyz 2 1
H -3.723 0.510 -5.611
H -4.392 0.174 2.426
H 1.355 -3.314 2.057
C 3.005 -2.802 3.168
C -1.189 -0.439 1.703
C -1.810 -2.283 -3.427
N 3.254 -0.857 1.218
C 4.039 -1.902 3.221
H -0.280 -0.389 2.309
H -3.713 -1.042 1.335
C -2.259 -0.028 -4.127
H -0.366 -2.561 -1.896
H 4.429 0.510 -2.306
H 3.362 1.898 -2.572
C 4.139 -0.927 2.225
C -2.660 2.224 -4.943
H 1.785 -3.786 4.607
C -2.526 -1.415 -4.194
Rh 0.770 0.270 -1.071
C -2.122 1.392 2.973
H -1.335 -1.470 1.383
H -2.927 -0.380 -0.847
C -2.711 0.607 -0.434
H 3.372 0.220 -0.227
C 5.259 0.052 2.200
C 2.253 -1.718 1.173
C -1.629 2.713 -4.115
H -4.212 2.519 1.859
H 3.525 -3.899 4.915
H -2.810 1.335 -1.240
H 5.979 -0.261 1.440
N -2.321 0.024 2.490
H 5.774 0.107 3.156
N 2.127 -2.663 2.144
C -0.574 -0.473 -2.368
H 2.786 -4.867 3.632
C -1.256 0.442 -3.239
N -2.141 2.390 1.907
H -1.000 3.080 0.281
P -0.983 0.639 0.219
S 1.105 -1.833 -0.123
H -3.415 2.997 0.354
C 3.910 1.335 -1.822
H -1.356 3.759 -4.137
H -2.931 1.623 3.666
H -1.983 -3.348 -3.498
C -3.577 -0.036 1.734
H 4.763 -1.956 4.020
H -0.063 2.419 1.625
H -3.193 2.912 -5.583
C -0.857 -1.810 -2.498
H -1.177 1.454 3.514
C -0.978 1.824 -3.318
N -3.640 0.932 0.641
H 4.624 1.993 -1.330
C -3.402 2.275 1.171
O 2.959 0.837 -0.859
C -2.952 0.891 -4.953
H 4.891 1.039 1.921
H -3.288 -1.771 -4.874
Br 0.494 2.439 -2.253
C 2.765 -3.901 4.140
C -0.977 2.295 1.039
*
```

=====

A structure of composition C23H30Cl57O6PSi2 at a distorted geometry, computed with ωB97M-V/def2-TZVPD.

## Properties
Total energy ... -775442.868 eV
E_HOMO ... -7.5 eV
F_max ... 4.7 eV/A
HOMO-LUMO gap ... 7.589 eV
LUMO energy ... 0.04 eV

Structure (ORCA input):
```
! wB97M-V def2-TZVPD RIJCOSX def2/J DEFGRID3
* xyz 0 1
H -9.378 4.633 1.647
H -3.561 10.802 2.676
Si -0.986 -7.006 2.119
Cl -5.382 7.549 -8.539
Cl -0.691 11.733 1.119
C 0.428 -12.989 3.955
Cl 3.218 11.998 -6.054
Cl -0.384 1.044 -2.891
Cl 8.799 -9.147 -3.202
H 1.323 -2.643 6.155
C -2.717 -7.464 1.367
C -1.769 -4.389 -1.842
C -1.599 -5.924 -1.441
Cl -1.680 5.401 1.804
C 0.374 11.704 -0.294
C -3.705 -1.337 0.021
Cl -1.828 6.827 -3.220
Cl 4.727 -11.808 -2.000
Cl -1.732 -0.067 2.262
Cl -1.089 -1.483 6.690
H 6.881 7.377 4.409
P 0.534 -8.537 1.674
Cl -2.858 -2.799 0.547
O -0.629 -5.411 1.548
Cl -9.447 6.577 2.965
Cl 3.037 4.823 1.550
C -6.324 8.132 -9.920
Cl -0.962 0.841 4.940
C -0.332 0.615 1.418
Cl 6.714 -10.308 -0.497
H -0.339 -13.586 3.465
Cl -7.057 9.699 -9.555
H 1.608 -5.537 3.027
Cl 0.384 -4.681 6.856
O -0.440 -6.389 -1.385
H 1.353 10.786 -5.296
Cl 4.727 4.830 3.917
Cl 1.565 -12.425 2.722
Cl -2.810 2.143 -4.064
H -0.403 6.157 -4.964
H 4.821 -9.490 -1.623
C -1.020 7.034 -4.780
Cl -3.635 8.482 2.309
H -2.958 3.474 2.229
Cl 9.770 -6.430 -2.840
O 1.475 -8.156 0.296
H -0.241 8.459 -10.452
C -2.552 -7.700 -0.210
Cl 0.866 -0.644 1.089
Cl 0.391 1.934 2.348
Cl 2.070 11.777 0.204
H -0.674 1.020 0.467
C -3.349 9.927 3.287
H -1.324 -3.762 -1.005
C 2.115 11.392 -4.811
H -3.065 -8.452 1.818
H 1.763 -5.249 0.609
H 0.158 12.578 -0.904
Cl -4.410 4.838 0.980
H 5.111 -15.874 0.744
C -1.924 -0.020 6.149
H -5.650 8.258 -10.765
H 2.846 6.166 3.471
Cl 1.471 -4.011 4.238
Cl 3.941 -10.345 0.386
Cl -2.224 3.178 0.014
Cl -1.656 10.001 3.797
H 11.000 -8.432 -2.794
Cl 3.198 -3.994 6.584
Cl 5.031 8.292 3.285
Cl 5.482 8.106 6.152
C 6.251 8.251 4.565
H 2.264 -8.757 0.295
Cl 9.994 -8.354 -0.671
Cl -0.356 -11.619 4.751
Cl -0.962 10.696 -10.387
Cl -4.425 9.955 4.691
Cl 2.981 10.376 -3.652
Cl -2.207 7.164 -6.084
H -1.143 -6.976 3.592
H -1.294 -4.115 -2.842
O -2.213 -8.838 -0.602
O 1.488 -8.882 3.057
Cl 3.271 -14.918 -0.364
Cl -2.506 8.291 -9.844
H -3.838 -0.691 0.885
Cl 0.031 8.458 -4.750
Cl 1.313 12.736 -3.984
H -2.059 0.633 7.009
Cl -2.746 -0.462 -1.182
C 10.022 -8.131 -2.426
C 1.562 -3.691 5.983
C -0.898 9.029 -9.798
C 4.505 -14.985 0.903
C 3.099 5.122 3.293
Si 1.013 -4.941 1.850
Cl -7.502 5.853 0.928
Cl 0.073 10.258 -1.268
Cl -0.239 3.398 -4.594
Cl 1.917 4.112 4.138
Cl 1.254 -14.009 5.141
Cl 7.272 9.693 4.498
Cl -5.303 -1.740 -0.624
C -8.627 5.240 2.148
Cl -3.521 -0.423 5.500
H -1.344 3.160 -2.534
Cl 5.558 -13.567 0.820
H -2.902 -4.188 -1.859
Cl -7.779 4.221 3.320
H 1.888 -9.776 2.952
C 5.025 -10.370 -1.016
Cl -7.565 6.953 -10.368
Cl -0.238 8.973 -8.158
Cl 3.751 -15.096 2.498
C -2.835 4.135 1.372
C -1.213 2.521 -3.405
H -3.465 -6.622 1.613
H 1.033 -3.462 1.939
O -2.771 -6.694 -1.203
*
```

=====

A structure of composition C23H30ClO5Tl at a distorted geometry, computed with ωB97M-V/def2-TZVPD.

## Properties
Energy relative to the best compared isomer or geometry (same formula, charge and spin) ... 0.0 kJ/mol
Total energy ... -51789.705 eV
E_HOMO ... 0.1 eV
F_max ... 2.3 eV/A
HOMO-LUMO gap ... 3.181 eV
LUMO energy ... 3.31 eV

Structure (ORCA input):
```
! wB97M-V def2-TZVPD RIJCOSX def2/J DEFGRID3
* xyz -2 1
H 1.045 1.616 -2.752
H 1.154 3.128 -1.245
H -2.468 -1.300 2.654
H -3.132 0.863 4.148
H -2.173 0.449 6.644
O -1.209 -2.006 -4.248
H -0.453 -1.942 -2.075
O -1.156 -0.034 -5.363
C -1.529 -1.527 5.846
H -0.587 -0.081 0.587
C 2.099 -0.344 5.847
C 0.086 1.265 -3.160
H -1.012 4.174 -2.076
O -1.483 1.704 0.239
C -2.135 -0.259 5.817
C 1.533 -0.720 -3.867
H -0.051 1.669 -4.175
Cl -0.373 3.373 4.378
C 0.620 2.512 -0.523
H 3.058 -0.618 -6.679
H 1.591 -2.502 5.620
C 0.180 -0.251 -3.324
H -1.157 -3.044 4.259
H 1.927 -0.181 6.890
C 1.932 -1.586 5.158
H -2.374 -0.220 0.405
H 2.036 -2.122 3.013
C -1.462 0.273 0.000
H -1.283 4.395 -0.344
O 1.682 -0.593 -5.201
C -1.472 3.722 -1.188
C 2.449 0.015 3.580
H 0.692 3.000 0.468
H -1.959 1.718 -2.781
C 3.024 -0.941 -5.640
H -0.324 -3.809 -4.171
H -1.392 -3.600 -5.584
H 2.772 0.465 2.655
C -1.332 0.016 -1.502
H 0.232 -2.882 -5.588
C -2.577 -0.012 4.484
H 0.679 -0.794 -1.299
C 2.442 0.654 4.881
Tl -0.184 1.035 3.301
O 2.391 -1.151 -3.168
H 3.821 -0.468 -5.052
C -0.860 2.348 -0.921
C -0.810 -0.713 -4.429
H -1.026 -1.955 6.715
C -1.583 -2.086 4.551
C -0.200 -0.872 -1.961
H -2.275 -0.410 -1.916
H -2.555 3.674 -1.378
H 3.116 -2.032 -5.572
H 2.689 1.673 5.113
C -1.064 1.429 -2.172
C -2.221 -1.161 3.699
H 1.102 1.535 -0.410
C -0.633 -3.117 -4.967
C 2.153 -1.374 3.780
*
```

=====

A structure of composition C23H30ClO8P4Ru at a distorted geometry, computed with ωB97M-V/def2-TZVPD.

## Properties
<S²> ... 1.120
Total energy ... -92968.215 eV
E_HOMO (spin up / spin down) ... -13.9 / -13.9 eV
F_max ... 3.8 eV/A
HOMO-LUMO gap (spin up / spin down) ... 4.784 / 6.069 eV
LUMO energy (spin up / spin down) ... -9.08 / -7.80 eV

Structure (ORCA input):
```
! wB97M-V def2-TZVPD RIJCOSX def2/J DEFGRID3
* xyz 2 2
C -2.644 -1.734 -0.373
H -1.118 1.621 5.540
H 0.846 -4.820 1.743
C -1.779 -2.833 -0.316
H 2.287 3.077 1.053
O -0.494 0.382 2.959
H 2.580 2.266 3.324
O 4.511 0.923 -1.266
O 0.215 2.033 0.136
O 2.277 0.067 -0.410
H 2.144 0.912 2.225
H 1.779 -7.020 1.191
O 0.386 2.005 -2.431
H -5.563 -3.313 -0.944
H 2.965 3.134 -2.941
Ru 0.265 -0.144 0.844
C -4.003 -1.903 -0.591
P 0.644 2.688 -1.143
C 0.017 -2.439 1.875
O 2.628 0.764 -2.865
H 4.925 0.279 -1.846
H -0.484 3.141 1.864
C 1.541 -5.760 -1.941
H -1.375 3.304 3.384
H -2.083 -2.736 2.277
H 0.812 -3.807 -2.432
C 1.435 -2.198 3.823
P 2.950 1.012 -1.349
C 3.001 3.357 0.280
C 1.053 -5.074 0.714
H 1.729 -6.036 -2.967
C 1.824 -6.658 -0.921
C 0.324 -2.370 4.640
C -3.659 -4.280 -0.741
C 1.574 -6.316 0.399
Cl -2.032 -0.124 -0.188
H 2.405 0.622 3.960
H 0.247 4.726 -1.843
C 0.767 -4.174 -0.312
O 0.192 4.196 -1.045
C -0.388 3.155 2.948
H -4.656 -1.044 -0.614
C 2.573 2.800 -1.053
C 2.021 1.340 3.235
H 0.445 -2.374 5.714
C 1.291 -2.218 2.445
C -4.506 -3.182 -0.774
H 0.266 3.964 3.254
H -1.794 -2.682 4.727
H 3.990 2.977 0.544
P 0.227 1.562 3.569
C -0.936 -2.556 4.083
H 2.243 -7.624 -1.154
C 1.024 -4.513 -1.641
P -0.014 -2.572 0.040
H 1.688 0.946 -3.080
C -2.304 -4.110 -0.514
H 0.320 0.617 5.778
H 0.455 2.386 5.836
C -1.102 -2.580 2.708
C -0.047 1.550 5.362
O 2.980 3.595 -2.087
H 2.160 -2.170 1.791
H -1.654 -4.972 -0.482
H 3.057 4.444 0.217
H -4.058 -5.271 -0.886
H 2.413 -2.072 4.261
*
```

=====

The molecule C23H30F2N2O, computed with ωB97M-V/def2-TZVPD.

## Properties
SMILES ... COc1ccc(F)c(CN(C)C[C@H]2CCCN(CCc3ccc(F)cc3)C2)c1
Total energy ... -34800.332 eV
E_HOMO ... -8.4 eV
F_max ... 0.5 eV/A
HOMO-LUMO gap ... 9.100 eV
LUMO energy ... 0.70 eV

Structure (ORCA input):
```
! wB97M-V def2-TZVPD RIJCOSX def2/J DEFGRID3
* xyz 0 1
H -0.664 -3.914 -0.929
H -1.103 -0.273 0.095
H 0.676 0.461 -1.440
C -1.883 1.849 1.661
C -2.034 2.080 -2.061
N 0.426 -2.182 -0.594
C 3.608 -3.228 -0.381
H 1.560 -0.625 0.177
H -1.052 2.554 1.620
C -0.175 -0.106 -1.829
C 5.195 -2.791 -2.105
O 5.062 -0.862 -3.419
C -2.573 1.845 0.288
C -3.997 3.962 3.988
F 3.187 -4.035 0.624
H -0.696 -2.122 -2.314
C 4.438 0.348 -3.771
C -3.607 1.281 3.393
H -1.360 -0.111 -3.627
C 0.169 -1.596 -1.899
H -2.940 1.570 -2.443
H -0.038 2.488 -2.721
H 3.406 0.188 -4.100
H 0.545 -4.027 0.355
C 1.638 -1.708 0.066
C 0.346 -3.627 -0.637
H 1.010 -1.750 -2.598
C -0.520 0.449 -3.209
H -4.162 4.999 4.234
C -3.068 3.585 3.034
H -1.213 2.325 -4.035
C 3.405 -1.242 -1.673
H 2.892 -0.315 -1.873
C -4.541 1.637 4.350
H -5.122 0.894 4.873
H 1.054 -4.083 -1.346
N -1.628 1.550 -0.773
H -3.454 0.237 3.163
H 6.069 -3.054 -2.679
H 0.328 0.339 -3.890
H -2.493 4.344 2.524
H -2.988 2.841 0.113
H -2.236 -0.420 -1.263
C -4.721 2.978 4.633
H 5.020 0.749 -4.599
C -0.901 1.919 -3.071
C 2.918 -2.057 -0.655
H -2.268 3.141 -1.943
C -2.859 2.246 2.728
F -5.630 3.336 5.567
H 5.245 -4.518 -0.835
H 4.449 1.064 -2.943
C -1.353 0.129 -0.887
H -3.415 1.131 0.302
H 1.649 -2.153 1.064
C 4.532 -1.599 -2.404
H -1.483 0.858 1.875
C 4.738 -3.600 -1.088
*
```

=====

A structure of composition C23H30FHfO5 at a distorted geometry, computed with ωB97M-V/def2-TZVPD.

## Properties
Total energy ... -38599.885 eV
E_HOMO (spin up / spin down) ... -0.3 / -0.3 eV
F_max ... 2.2 eV/A
HOMO-LUMO gap (spin up / spin down) ... 2.489 / 2.490 eV
LUMO energy (spin up / spin down) ... 2.17 / 2.17 eV

Structure (ORCA input):
```
! wB97M-V def2-TZVPD RIJCOSX def2/J DEFGRID3
* xyz -1 1
Hf -0.038 0.307 4.186
C 1.755 -0.209 5.695
H -2.491 -1.237 2.551
H 2.870 1.638 5.060
H 1.325 1.668 -0.461
C -0.523 -0.992 -4.325
C -2.135 -0.972 3.545
C -1.525 0.228 0.061
C 2.406 0.693 4.781
H 1.749 -1.962 2.801
H 3.892 -0.392 -5.234
H 0.731 -0.614 -1.148
O 2.442 -1.335 -2.991
C -1.157 -1.149 5.652
H -2.571 0.010 0.333
C -0.742 2.320 -0.785
H 0.982 1.762 -2.908
F -0.409 2.167 4.114
C 0.739 2.594 -0.518
C 0.267 -0.287 -3.206
H 1.179 3.253 -1.276
C -1.334 0.034 -1.439
C -1.501 3.647 -0.876
C 1.487 -1.426 4.973
H 3.143 -2.005 -5.416
H -3.447 0.774 4.105
H -2.237 -0.417 -1.889
C -2.669 0.064 4.379
C -0.739 -3.195 -5.224
H -0.102 -2.839 -6.035
H -2.325 0.555 6.545
O -0.653 -2.317 -4.090
C 2.458 0.071 3.495
C -0.120 -0.816 -1.822
H -1.965 1.821 -2.515
H -2.557 3.452 -1.104
H -0.879 -0.425 0.680
H -1.087 4.262 -1.686
O -0.940 -0.446 -5.328
C -1.039 1.442 -2.051
H -0.303 1.588 -4.137
C 1.639 -0.729 -3.677
H 1.258 -2.391 5.434
H 1.684 -0.089 6.777
H 0.833 3.089 0.458
H 2.869 -0.734 -6.669
H -1.433 4.209 0.065
O -1.233 1.593 0.392
H -0.376 -4.159 -4.871
H -0.793 -2.704 4.041
C 1.806 -1.209 3.588
H -0.671 -1.564 6.535
H 2.977 0.457 2.616
H -0.324 -1.895 -1.854
C 0.036 1.252 -3.149
C -1.219 -1.747 4.335
C -2.050 -0.023 5.664
C 3.011 -0.931 -5.603
O 1.812 -0.458 -4.983
H -1.763 -3.282 -5.590
*
```